# 1
66
Properties=species:S:1:pos:R:3 method="wB97M-V/def2-TZVPD" total_energy_ev=-40428.9360 total_charge=0 smiles="NC(N)=O.NC(N)=O.NC(N)=O.CO.CO.CO.CO.CO.CO.CO" lumo_ev=-0.3 homo_lumo_gap_ev=7.7 fmax_ev_per_a=12.00
O 1.4163 -2.9196 3.1008
O -5.1217 -1.7986 -4.0232
O 3.4733 0.8984 -2.2152
O -4.1837 -0.6486 2.7988
O -0.8957 -0.5466 -1.2962
O 1.7143 0.3884 1.6148
O 2.6013 -3.2226 0.3648
O -0.5367 1.6864 2.7388
O 1.9453 3.5104 1.2858
O -1.2477 -0.8156 -4.0402
N 2.2223 -1.1616 -0.7892
N -3.6287 -1.2936 -2.3232
N -5.1657 -2.7536 -1.8542
N 4.2033 -1.5656 0.0368
N -0.8647 -3.2836 3.5378
N -0.2817 -1.5266 2.3228
C -0.0437 -0.5716 -4.8012
C 2.7163 0.3534 2.5308
C -4.6677 -1.8936 -2.6892
C -0.5467 2.8984 3.5068
C 2.9973 -1.9656 -0.0922
C 2.4383 1.4244 -3.0332
C -0.7937 0.6524 -0.5342
C -3.9387 0.6114 2.1698
C 0.0893 -2.5176 3.0668
C 2.2883 3.5994 -0.0652
H -1.1637 -1.7076 -3.7932
H 2.7473 3.4184 1.8228
H 1.3393 3.7364 -0.6532
H 0.4653 -0.9616 1.8408
H 3.5483 0.5154 1.8788
H -5.2477 -2.4276 -0.8942
H 1.4133 1.2594 -2.6152
H -2.8757 0.9294 2.2108
H -1.1947 0.5574 0.3978
H -3.3797 -1.3676 -1.3732
H 2.1593 0.1434 0.8028
H 0.8313 -0.9316 -4.2942
H -4.5677 1.4444 2.4718
H -1.1797 -1.3316 2.0678
H 4.6803 -0.7936 -0.3922
H -1.4117 3.0834 4.1088
H 2.9563 2.8624 -0.3422
H -0.4207 3.7064 2.7508
H -1.6917 -2.8886 3.9838
H 4.7713 -2.2656 0.5088
H 2.5803 -0.3696 -1.2672
H 2.3763 1.0424 -4.0292
H -4.2797 0.4494 1.1628
H -0.5507 -4.1536 3.9278
H -0.7817 -0.4526 -2.2352
H -3.0967 -0.6276 -2.9792
H -1.3247 1.5024 -1.0732
H -0.1217 -1.0206 -5.8122
H 0.1583 1.0834 -0.3842
H 0.3023 1.6174 2.3048
H -3.9787 -1.3076 2.1418
H 2.7263 4.6564 -0.1172
H 2.5553 1.2374 3.1278
H 4.3263 1.2214 -2.5922
H 2.9063 -0.5206 3.1458
H 0.3693 2.9424 4.0968
H -5.9247 -3.4286 -2.1292
H 1.2623 -1.3416 -0.8852
H 0.0043 0.4584 -4.9142
H 2.5233 2.4934 -3.2962

---

# 2
34
Properties=species:S:1:pos:R:3 method="wB97M-V/def2-TZVPD" total_energy_ev=-70331.6126 total_charge=+2 lumo_ev="-7.1 / -7.3" homo_lumo_gap_ev="7.4 / 7.2" s_squared=2.0041 fmax_ev_per_a=1.22 spin_multiplicity=3
Ni -0.0234 -0.0246 -0.1826
O -0.3106 -3.5536 2.0131
O -0.2910 3.4906 2.0677
O -0.2067 2.0672 0.3491
O -0.1834 -2.0751 0.3941
N 1.5055 -0.0129 -3.9452
N -0.2771 -0.0096 1.8897
N 0.1362 -0.0208 -2.2227
N 3.7744 -0.0148 -1.5858
N 2.0008 -0.0107 -0.2940
C -0.3091 -1.1645 2.5530
C -0.3463 -1.1817 3.9458
C -0.3132 1.1600 2.5236
C 3.0991 -0.0063 0.5001
C 1.4259 -0.0188 -2.5983
C 2.4271 -0.0171 -1.5649
C -0.2750 2.3049 1.5507
C 0.2390 -0.0130 -4.4343
C -0.2713 -2.3285 1.5874
C -0.6064 -0.0190 -3.3527
C -0.3481 0.0358 4.6228
C -0.3518 1.2329 3.9137
C 4.2118 -0.0080 -0.2972
H 4.3805 -0.0213 -2.3963
H -0.3500 0.0458 5.7031
H -1.6789 -0.0235 -3.3457
H -0.2583 4.2207 1.4187
H -0.3793 2.1885 4.4158
H 3.0408 -0.0020 1.5707
H 0.0215 -0.0063 -5.4838
H 5.2500 -0.0023 -0.0349
H -0.3797 -3.6940 2.9708
H -0.3744 -2.1052 4.5047
H 2.3393 -0.0139 -4.5175

---

# 3
94
Properties=species:S:1:pos:R:3 method="wB97M-V/def2-TZVPD" total_energy_ev=-82471.8802 total_charge=-1 lumo_ev=2.0 homo_lumo_gap_ev=6.4 fmax_ev_per_a=1.37
Sb -0.5160 -1.9379 2.8284
Rb 0.1962 0.6600 0.6895
Si -3.7763 -2.1617 3.7102
Si -2.5146 -4.6201 2.0828
Si 1.7690 -0.1040 4.5008
O 0.8280 -1.6171 1.4925
O 1.0276 -2.7954 0.6550
O 2.4524 3.7647 -2.7329
O 0.4654 3.0672 0.5432
N -1.8528 0.6346 2.9330
N 1.8334 0.6670 -1.5818
N -1.8595 -1.5642 0.3325
N 0.4295 3.3323 -1.7642
N -2.2548 2.0395 -0.7769
C -2.6604 1.6706 2.6993
C 2.3933 -0.4036 -0.9990
C -0.8329 1.9198 4.6759
C -4.7339 -0.6145 3.2328
C 2.9842 -1.4047 3.8746
C 3.5051 2.0323 -0.5503
C -2.8649 -2.1305 0.9890
C -1.6130 3.1860 -0.5596
C -2.0181 -1.1679 -0.9252
C -2.2719 4.3828 -0.2807
C -4.3294 3.2007 -0.4748
C -3.2154 -1.3039 -1.6061
C -1.6663 2.9699 4.4051
C 4.0482 0.9275 0.0765
C -4.2921 -1.8377 -0.9114
C -2.6120 2.8661 3.3787
C 0.3690 -3.5980 3.8058
C 2.0160 -0.0436 6.3761
C 2.3714 1.5299 3.7764
C -2.5411 -2.6981 2.3430
C -4.0714 -5.1770 1.1767
C -5.1047 -3.4660 4.0252
C 2.3846 1.8606 -1.3595
C -4.1256 -2.2476 0.3985
C -2.8965 -1.9093 5.3435
C -1.0972 -5.1597 0.9993
C -3.6496 4.3902 -0.2422
C -3.5871 2.0638 -0.7310
C -0.0933 3.1695 -0.5705
C 3.4822 -0.3207 -0.1490
C -2.5361 -5.5384 3.7396
C -0.8983 0.7296 3.8978
C 1.7489 3.0909 -1.9973
C -0.0216 -0.3764 4.0878
H 3.3155 1.8131 4.2487
H -4.4864 0.2073 3.9040
H 2.6965 -1.8526 2.9272
H 1.5306 -0.9035 6.8379
H -3.3040 -0.9707 -2.6295
H -2.0759 -1.1936 5.2871
H 1.6739 2.3550 3.8945
H 1.2832 -3.2200 4.2483
H -0.2752 -3.9773 4.5910
H 2.5662 1.4243 2.7062
H -4.9498 -2.6783 0.9492
H -1.1484 -0.7286 -1.4062
H -4.0183 -6.2672 1.1314
H -4.1914 5.3038 -0.0331
H -5.8055 -0.8085 3.3054
H -5.4094 3.1522 -0.4526
H -3.4357 -6.1523 3.8055
H -3.3837 1.5301 1.9012
H -3.2739 3.6776 3.1173
H 1.5872 0.8538 6.8214
H -0.2453 -4.4571 0.9803
H -1.5961 3.8783 4.9925
H -5.0064 -4.9130 1.6674
H -1.4509 -5.2579 -0.0290
H -5.2587 -1.9383 -1.3896
H -2.5246 -4.8885 4.6099
H -4.0943 -4.8114 0.1526
H 1.9120 -1.3636 -1.1532
H 3.8516 -1.2171 0.3297
H -5.7898 -3.5582 3.1828
H 3.1571 -2.1945 4.6066
H 3.9376 -0.8916 3.7267
H -1.6911 5.2745 -0.0974
H 4.8920 1.0377 0.7478
H -1.6757 -6.2007 3.8131
H -5.6916 -3.1186 4.8776
H 3.9019 3.0272 -0.4035
H -0.7383 -6.1401 1.3201
H -0.1180 1.9797 5.4851
H -2.4987 -2.8390 5.7499
H -3.6268 -1.5257 6.0593
H 0.6113 -4.3719 3.0854
H 3.0760 -0.0678 6.6340
H -4.7233 -4.4550 4.2677
H -4.5213 -0.2789 2.2209
H -4.0811 1.1124 -0.9014

---

# 4
58
Properties=species:S:1:pos:R:3 method="wB97M-V/def2-TZVPD" total_energy_ev=-54576.9484 total_charge=+2 lumo_ev=-7.4 homo_lumo_gap_ev=7.3 fmax_ev_per_a=1.92
W 0.4140 -0.9322 -0.6526
P 1.9005 0.1707 -2.2764
P -1.2370 -0.1432 -2.3000
F 0.4188 -2.6582 -1.2041
O 0.1196 0.7249 0.1759
O -0.6946 1.9591 1.9021
O -1.0615 -1.3167 0.9552
C -0.4775 0.8997 1.4492
C -0.7207 3.5448 -3.9793
C -2.4855 -2.0431 4.9632
C 3.5765 -1.0513 2.9283
C 1.3679 -0.3249 3.5969
C 3.0445 -1.5771 1.7632
C 0.8172 -0.8459 2.4375
C -3.5906 0.0283 4.4323
C 2.7317 -0.4394 3.8437
C -1.6244 -0.6152 3.2137
C 2.4140 -0.8680 -3.6632
C 0.6596 3.6804 -3.9777
C -0.5123 1.3761 -2.9541
C -3.5079 -1.1308 5.1904
C 0.8831 1.5122 -2.9489
C -2.6577 0.2908 3.4382
C 1.4600 2.6677 -3.4649
C -1.5860 -1.2368 -3.6928
C -0.6303 -0.4889 2.1003
C 1.6797 -1.4581 1.5114
C -1.3063 2.3936 -3.4701
C -2.8337 0.2624 -1.5732
C -1.5454 -1.7827 3.9807
C 3.4109 0.9064 -1.6289
H -3.2742 -0.6400 -1.1491
H -2.3850 2.3029 -3.4776
H 0.7285 0.1825 4.3090
H 3.9630 1.4352 -2.4054
H -2.3216 -0.7443 -4.3305
H 3.1327 -1.6156 -3.3280
H 4.0429 0.1073 -1.2405
H 3.6744 -2.1095 1.0627
H -0.7307 -2.4833 3.8274
H 4.6349 -1.1373 3.1323
H -4.2391 -1.3242 5.9639
H -1.3449 4.3356 -4.3729
H 3.1688 1.5940 -0.8193
H -2.7378 1.2033 2.8676
H -3.5084 0.6496 -2.3370
H -1.5963 -2.0519 1.2842
H -0.6835 -1.4213 -4.2707
H 1.5663 -1.3759 -4.1167
H 2.5344 2.7977 -3.4697
H 1.1167 4.5783 -4.3711
H 1.3185 -2.1433 0.7431
H -1.9880 -2.1880 -3.3438
H 2.8830 -0.2188 -4.4037
H 3.1359 -0.0391 4.7642
H -4.3857 0.7380 4.6166
H -2.4145 -2.9448 5.5562
H -2.7173 1.0080 -0.7877